Computed, not measured: a 13-piece molecular cluster, C52H104O23 overall in a non-equilibrium geometry, with the ωB97M-V functional and the def2-TZVPD basis.

The geometry in ORCA input format:
```
! wB97M-V def2-TZVPD RIJCOSX def2/J DEFGRID3
* xyz 0 1
C 6.47746 -2.77254 5.02543
C 5.12678 -2.21497 4.72956
O 4.16207 -2.89043 5.58611
C 2.88561 -2.58372 5.49108
O 2.01699 -3.16982 6.05185
O 2.71089 -1.53026 4.68390
C 1.35430 -1.18842 4.39701
H 6.76363 -2.64004 6.07077
H 7.21635 -2.26109 4.40133
H 6.59845 -3.83592 4.81988
H 4.83374 -2.46899 3.70558
H 4.97833 -1.15062 4.86614
H 0.85740 -1.89213 3.72197
H 1.38257 -0.22806 3.88881
H 0.75673 -1.12573 5.30221
C -1.24652 -1.45125 -4.84676
C -0.94688 -0.95364 -6.23295
O 0.07562 0.03849 -6.21918
C 0.55956 0.63145 -7.30067
O 1.29089 1.56316 -7.21671
O 0.22865 -0.00669 -8.42637
C 0.73358 0.51649 -9.64185
H -1.62175 -0.69688 -4.15642
H -0.38823 -1.95128 -4.38669
H -2.01303 -2.22617 -4.93271
H -1.84325 -0.49945 -6.66002
H -0.64906 -1.80917 -6.84153
H 0.53715 -0.23009 -10.40208
H 1.80620 0.71443 -9.59712
H 0.26868 1.47155 -9.88951
C -4.70879 -5.12711 3.28082
C -4.27422 -4.10936 4.29631
O -4.93456 -2.85358 4.15324
C -4.43838 -2.00081 3.27376
O -3.44322 -2.18393 2.62073
O -5.19820 -0.91381 3.26016
C -4.84870 0.17211 2.40085
H -4.12015 -6.03086 3.46549
H -4.36829 -4.81260 2.29013
H -5.77355 -5.32949 3.26332
H -3.18832 -3.97532 4.31074
H -4.47407 -4.43280 5.31999
H -4.26427 -0.16038 1.54503
H -4.26241 0.88835 2.97276
H -5.73555 0.62757 1.97661
C -6.89802 2.51088 -1.53657
C -5.94441 1.76143 -2.44076
O -5.55478 0.55638 -1.81270
C -4.41745 -0.01714 -2.19627
O -3.65542 0.41066 -3.00955
O -4.28309 -1.17083 -1.55623
C -3.06894 -1.89963 -1.80055
H -7.36097 3.32727 -2.09087
H -6.42596 2.91615 -0.64524
H -7.70406 1.84350 -1.21965
H -5.08902 2.40009 -2.67197
H -6.45050 1.57862 -3.39176
H -2.96912 -2.59219 -0.97646
H -2.23504 -1.19907 -1.80899
H -3.09432 -2.43468 -2.74923
C -6.24912 3.38549 2.94225
C -5.22566 4.03195 2.04946
O -4.58710 2.99011 1.28984
C -3.84375 3.47180 0.27919
O -3.79745 4.62073 -0.05119
O -3.20739 2.47282 -0.31917
C -2.30858 2.85156 -1.38276
H -6.97076 4.11398 3.31062
H -5.75646 2.96725 3.81971
H -6.78523 2.59794 2.41664
H -4.48044 4.54738 2.65979
H -5.62478 4.76240 1.34794
H -1.54491 3.51212 -0.97468
H -2.87553 3.41268 -2.12809
H -1.84512 2.01007 -1.87538
C 3.96888 -1.32791 0.91881
C 3.46351 -2.78064 0.87368
C 4.26697 -3.33528 -0.33713
O 4.68490 -2.18603 -1.09679
C 3.99790 -1.04551 -0.56920
H 4.96303 -1.29051 1.35675
H 3.27276 -0.67344 1.44892
H 2.38410 -2.83092 0.73784
H 3.74490 -3.30675 1.79005
H 3.59832 -3.91332 -0.98224
H 5.12137 -3.90869 0.01621
H 3.02932 -0.96347 -1.07143
H 4.57755 -0.14449 -0.79600
C 0.29972 -4.48540 -1.26121
C -0.41173 -5.05386 -0.03544
C 0.21729 -6.45963 -0.01161
O 0.45211 -6.80558 -1.36295
C 0.19064 -5.66772 -2.19390
H 1.32951 -4.31237 -0.93425
H -0.10991 -3.54654 -1.62646
H -1.49633 -5.11734 -0.13152
H -0.13510 -4.47273 0.84562
H -0.39498 -7.22295 0.46518
H 1.16003 -6.38776 0.54414
H -0.83700 -5.74150 -2.58007
H 0.88417 -5.65784 -3.03550
C 5.49765 1.13868 3.35481
C 6.07176 1.40333 1.96392
C 5.02168 2.33406 1.38729
O 4.74117 3.20489 2.46677
C 4.70213 2.42520 3.67358
H 6.31375 0.95794 4.05826
H 4.88145 0.24196 3.35436
H 6.23427 0.49364 1.38422
H 7.03834 1.90683 2.02600
H 4.10711 1.76318 1.14543
H 5.35298 2.87133 0.50186
H 3.65279 2.19783 3.88042
H 5.15038 3.03720 4.45007
C 0.89815 0.90327 -0.30989
C 0.41586 0.24663 0.99109
C -0.11676 -1.11844 0.54004
O 0.48107 -1.37642 -0.74149
C 0.60920 -0.12068 -1.42418
H 1.96698 1.13533 -0.33013
H 0.41096 1.85234 -0.54554
H -0.41546 0.83173 1.40085
H 1.18753 0.21979 1.75688
H -1.20182 -1.17237 0.47826
H 0.23549 -1.93925 1.17090
H -0.31511 0.07309 -1.98806
H 1.43316 -0.19429 -2.13636
C -0.60301 4.42671 1.42430
C 0.90869 4.27275 1.24450
C 1.38748 3.80719 2.60163
O 0.35297 4.14780 3.52908
C -0.65652 4.88366 2.85435
H -1.02809 3.41635 1.33125
H -1.10277 5.08415 0.71774
H 1.33552 5.26072 1.02530
H 1.19447 3.66332 0.39002
H 2.34469 4.22120 2.91635
H 1.51811 2.71510 2.60983
H -0.52707 5.97169 2.96585
H -1.59867 4.69575 3.38235
C 2.09753 4.24260 -3.67794
C 1.95784 2.83938 -4.25413
C 0.41696 2.66309 -4.23452
O -0.05580 3.46354 -3.17556
C 0.89375 4.43232 -2.75937
H 2.11018 4.97367 -4.49574
H 3.01375 4.47087 -3.12714
H 2.46698 2.14864 -3.57207
H 2.36118 2.67303 -5.24686
H 0.15761 1.61057 -4.11242
H -0.01487 2.98225 -5.18898
H 1.21465 4.15226 -1.75143
H 0.45764 5.42398 -2.84526
C -2.81249 2.41651 4.82903
C -3.56286 1.16755 5.32766
C -2.56065 0.02542 5.17122
O -1.29608 0.63763 5.30225
C -1.32563 1.99567 4.84595
H -3.02290 3.19157 5.56769
H -3.17072 2.73905 3.85254
H -4.49805 1.01079 4.78271
H -3.86461 1.25498 6.37386
H -2.66533 -0.37934 4.15195
H -2.66953 -0.75226 5.91954
H -0.95612 1.96727 3.81981
H -0.71027 2.58601 5.51160
C 3.29349 -2.12433 -6.06514
C 2.55487 -3.10117 -5.17235
C 2.90784 -2.58482 -3.77839
O 2.95561 -1.18243 -3.90326
C 3.30491 -0.81569 -5.25555
H 2.76308 -1.98716 -7.01398
H 4.29556 -2.44332 -6.35067
H 2.84048 -4.14971 -5.29975
H 1.46296 -3.13012 -5.26736
H 3.88635 -2.98638 -3.46713
H 2.23288 -2.92706 -2.99274
H 4.26915 -0.30212 -5.25380
H 2.54138 -0.10366 -5.56600
*
```

## Properties
energy relative to the best compared isomer or geometry (same formula, charge and spin): 40.0 kcal per mole
frontier orbital gap: 9.9 eV



Computed, not measured: a 10-piece molecular cluster, C52H124B2N8O24 overall in a non-equilibrium geometry, with the ωB97M-V functional and the def2-TZVPD basis.

The geometry in ORCA input format:
```
! wB97M-V def2-TZVPD RIJCOSX def2/J DEFGRID3
* xyz -2 1
B -23.83346 30.59271 -8.08849
H -23.10829 30.40147 -7.31274
H -23.78683 29.79772 -8.81654
H -24.80813 30.71843 -7.64301
H -23.77582 31.53173 -8.61685
O -18.01781 25.39179 -5.58985
C -19.03416 24.84036 -6.00715
O -20.27123 25.29446 -6.00141
B -21.23817 24.26303 -6.37160
O -20.45405 23.02503 -6.45717
C -19.12520 23.30496 -6.40803
O -18.19220 22.52062 -6.59120
O -22.27876 24.13989 -5.32445
C -23.44435 24.54802 -5.71596
O -24.50723 24.67469 -5.06399
C -23.32902 24.74569 -7.27323
O -22.02544 24.58476 -7.61101
O -24.15523 25.01151 -8.12081
C -27.72864 30.24335 -4.04397
O -26.81390 30.77258 -3.11565
C -26.76925 29.96619 -1.88586
C -25.88826 30.76706 -0.95193
N -24.44927 30.92424 -1.44033
C -23.91888 29.66542 -1.90607
C -22.46987 29.74654 -2.22885
O -22.34947 30.80985 -3.14386
C -21.05581 30.98284 -3.72245
H -28.13792 31.01732 -4.69325
H -28.65120 29.89472 -3.57984
H -27.20317 29.47211 -4.60717
H -26.53757 28.90773 -2.00453
H -27.76912 29.80642 -1.48232
H -25.87113 30.18467 -0.03073
H -26.33057 31.69724 -0.59525
H -23.90272 31.10728 -0.61094
H -24.49378 29.34361 -2.77442
H -23.99537 28.79199 -1.25849
H -22.03194 28.81293 -2.58196
H -21.98273 29.98705 -1.28388
H -20.70583 30.02671 -4.11160
H -20.34230 31.42818 -3.02915
H -21.17812 31.65362 -4.57285
C -23.75198 28.84343 -14.96293
O -24.95770 29.08741 -14.22629
C -25.90941 27.97953 -14.09263
C -27.28800 28.63784 -13.78929
N -27.36041 29.59469 -12.70847
C -28.78189 29.98121 -12.46117
C -29.48609 30.89890 -13.44754
O -28.63122 31.98616 -13.90414
C -29.12299 32.51516 -15.20900
H -23.93929 28.52155 -15.98734
H -23.16186 28.04955 -14.50509
H -23.22332 29.78778 -14.83320
H -25.50310 27.34201 -13.30741
H -26.00760 27.30031 -14.93946
H -28.06215 27.90223 -13.57096
H -27.66822 29.21238 -14.63394
H -27.06766 29.22040 -11.81723
H -28.74648 30.47541 -11.49028
H -29.40733 29.09846 -12.32827
H -30.53899 31.13235 -13.28945
H -29.72933 30.31626 -14.33606
H -28.93749 31.74266 -15.95527
H -28.56728 33.42063 -15.45271
H -30.12633 32.91368 -15.05869
C -27.66256 16.95634 -6.97117
O -26.78584 18.04580 -7.10441
C -25.84627 18.19359 -6.02825
C -26.45165 18.80509 -4.74925
N -27.02627 17.87406 -3.85596
C -27.85295 18.56652 -2.85590
C -28.46488 17.69783 -1.76088
O -29.00267 18.55559 -0.73644
C -29.62661 17.91441 0.33336
H -28.66053 17.34887 -7.16632
H -27.62055 16.32396 -6.08436
H -27.30008 16.29115 -7.75490
H -25.00758 18.82820 -6.31453
H -25.18988 17.33524 -5.88514
H -27.11431 19.55659 -5.17846
H -25.65105 19.31261 -4.21114
H -26.23232 17.35271 -3.51253
H -28.69080 18.99096 -3.40903
H -27.27791 19.24958 -2.23071
H -27.64261 17.24077 -1.21036
H -29.23402 17.14791 -2.30320
H -28.80623 17.38760 0.82075
H -30.42146 17.17508 0.23477
H -29.86903 18.58958 1.15402
C -15.16655 27.87468 1.65237
O -13.94053 27.86362 1.04544
C -13.92340 28.09992 -0.41660
C -12.41424 28.16867 -0.83171
N -11.91511 29.56717 -0.70667
C -10.45012 29.50056 -0.51267
C -9.83869 29.27624 -1.98292
O -9.51067 30.59668 -2.36978
C -9.15370 30.80920 -3.68920
H -15.07657 27.60380 2.70433
H -15.87404 27.28042 1.07408
H -15.55608 28.88977 1.72962
H -14.34483 29.06610 -0.69409
H -14.54567 27.36628 -0.92910
H -12.42566 27.85991 -1.87700
H -11.72424 27.54406 -0.26437
H -12.28775 30.14896 -1.44340
H -10.00914 28.76100 0.15567
H -10.09326 30.49934 -0.26129
H -10.46643 28.71236 -2.67291
H -8.90568 28.75976 -1.75742
H -8.64961 31.77522 -3.71767
H -9.88178 30.79623 -4.50026
H -8.37032 30.09381 -3.93947
C -40.14462 26.53096 -7.45486
O -38.93500 26.78648 -6.81237
C -39.10980 27.00366 -5.43251
C -37.71728 27.48518 -4.74977
N -36.72988 26.39729 -4.92274
C -35.50217 26.88217 -4.26347
C -34.47605 25.87584 -4.80611
O -34.15770 25.85305 -6.22945
C -33.34013 24.76620 -6.62629
H -40.55075 25.76389 -6.79549
H -39.85760 26.06726 -8.39863
H -40.86788 27.33629 -7.58301
H -39.49246 26.11754 -4.92610
H -39.70252 27.91429 -5.34573
H -37.93470 27.67500 -3.69867
H -37.46217 28.38934 -5.30250
H -36.64165 26.12551 -5.89148
H -35.39923 26.54876 -3.23083
H -35.30621 27.95431 -4.27867
H -34.74242 24.90789 -4.38160
H -33.52017 26.08884 -4.32754
H -33.80831 23.78190 -6.61880
H -32.40607 24.62246 -6.08318
H -33.07799 24.86284 -7.67988
C -10.32655 23.08997 -4.81531
O -9.63500 22.21072 -3.95515
C -10.40457 21.60372 -2.82578
C -9.43584 20.78388 -1.98881
N -8.23503 21.48287 -1.43523
C -8.47852 22.78265 -0.88405
C -7.54674 22.84227 0.33045
O -6.31276 23.35000 -0.30574
C -5.65820 24.36689 0.38574
H -10.32645 22.72296 -5.84167
H -9.89092 24.08654 -4.88727
H -11.40012 23.19042 -4.65580
H -11.19629 21.01363 -3.28738
H -10.87878 22.41297 -2.27051
H -8.97441 19.98756 -2.57282
H -9.93552 20.41681 -1.09233
H -7.37907 21.49651 -1.97118
H -9.48826 23.03752 -0.56224
H -8.19188 23.54217 -1.61142
H -7.35435 21.88086 0.80667
H -8.01690 23.56712 0.99500
H -5.29896 24.10146 1.38002
H -6.37257 25.18862 0.43619
H -4.80755 24.78830 -0.14989
C -17.94984 19.04156 -0.01870
O -17.90608 17.85103 0.75000
C -16.86406 17.77084 1.62065
C -16.94495 16.51068 2.45814
N -15.99791 16.59485 3.55350
C -14.64460 16.59512 3.03796
C -13.72448 16.30944 4.18523
O -13.12836 15.00432 4.21590
C -14.08234 13.96092 4.40519
H -18.63358 18.86386 -0.84877
H -17.00634 19.25478 -0.52114
H -18.30449 19.97629 0.41560
H -16.75995 18.63820 2.27252
H -16.04114 17.65199 0.91582
H -16.67787 15.65455 1.83861
H -17.93135 16.35430 2.89480
H -16.17888 17.39981 4.13608
H -14.32521 17.45266 2.44574
H -14.50374 15.78205 2.32580
H -14.27270 16.58312 5.08670
H -12.98431 17.10094 4.30262
H -13.70786 12.96116 4.62506
H -14.74714 13.85586 3.54780
H -14.79746 14.09630 5.21660
C -16.47619 39.77763 -12.78937
O -16.48104 38.92185 -11.70537
C -15.28076 38.96501 -10.92487
C -15.01410 37.62702 -10.18304
N -15.81174 37.56612 -8.86908
C -15.88083 36.16375 -8.41712
C -14.54010 35.70881 -7.57834
O -14.55194 34.34117 -7.11953
C -14.41123 33.16621 -7.96650
H -15.90979 40.70717 -12.84627
H -17.48846 40.08694 -13.04969
H -16.18618 39.11152 -13.60196
H -15.29470 39.95649 -10.47224
H -14.58164 38.97702 -11.76103
H -13.95331 37.57344 -9.93819
H -15.42083 36.80931 -10.77802
H -16.69803 38.04645 -8.93131
H -15.94279 35.44672 -9.23574
H -16.86584 36.08099 -7.95777
H -14.45897 36.30662 -6.67051
H -13.65757 35.77876 -8.21423
H -14.71795 32.17460 -7.63375
H -13.32758 33.12975 -8.07818
H -14.82423 33.46130 -8.93111
*
```

## Properties
frontier orbital gap: 4.3 eV



Number 1: calculated total energy -102700.85125 eV. Number 2: calculated total energy -118331.43555 eV.